Entry 1:
Here is a structure of composition C12H14ClN2 from OMol25. Energies are from ωB97M-V/def2-TZVPD.

XYZ file:
```
29
Properties=species:S:1:pos:R:3:forces:R:3
C 1.0698 -3.2888 -3.4010 0.66 0.44 -0.28
N 0.7546 -2.3915 -2.3033 1.50 -0.32 1.61
C -0.4456 -1.9399 -2.1381 1.90 1.09 2.34
C -0.7717 -1.0143 -1.1467 1.66 -0.07 -0.33
C 0.2610 -0.5784 -0.3248 -0.12 1.52 1.33
C 1.5941 -1.0787 -0.5240 -1.42 -0.03 0.39
C 1.7641 -2.0262 -1.4682 0.63 0.36 -0.55
C -0.0215 0.5143 0.7674 1.01 -1.44 -1.58
C -1.2537 1.1168 0.7374 -1.04 1.98 0.68
C -1.5127 2.1880 1.5751 1.10 1.14 1.47
N -0.6077 2.6364 2.5764 -1.00 -2.54 -1.77
C 0.5424 1.9351 2.6655 -0.47 -0.24 -0.39
C 0.8938 0.9597 1.7130 -0.02 0.40 0.61
C -0.9374 3.6740 3.6040 -1.22 0.03 -1.98
H 0.3420 -3.1060 -4.1916 0.12 -0.32 0.02
H 1.1139 -4.3246 -3.0644 -0.14 0.10 -0.12
H 2.0596 -2.9034 -3.6456 0.03 -0.74 -0.85
H -1.1957 -2.2733 -2.8399 0.04 -0.26 -0.12
H -1.7784 -0.6773 -1.3453 -0.28 0.34 0.95
H 2.4979 -0.7987 -0.0033 -0.34 0.30 0.39
H 2.7675 -2.3843 -1.6450 -0.12 -0.37 -0.28
H -2.0073 0.9177 -0.0102 0.02 -0.24 0.10
H -2.3941 2.8078 1.5011 -0.16 -0.19 -0.04
H 1.0824 2.1295 3.5804 0.63 0.12 -0.30
H 1.8975 0.5610 1.7210 -0.04 -0.13 0.35
H -1.1292 3.1961 4.5647 0.87 0.42 0.10
H -1.8913 4.1048 3.2998 -0.25 -0.26 0.01
H -0.2808 4.5161 3.3854 0.56 -0.31 1.17
Cl -2.4135 -2.4719 -3.6399 -4.10 -0.79 -2.91
```
Positions in Å, forces in eV/Å.

Results
- multiplicity = 1
- relative energy (zero: lowest compared OMol25 entry of this formula, charge and spin) (kJ/mol) = 151.01
- net charge = +1
- LUMO level (eV) = -5.22
- F_max (Eh/bohr) = 0.09903
- total energy (hartree) = -1035.018294

***

Entry 2:
Here is a structure of composition H26Mg2O29S4 from OMol25. Energies are from ωB97M-V/def2-TZVPD.

XYZ file:
```
61
Properties=species:S:1:pos:R:3:forces:R:3
Mg 0.3545 2.0038 2.0372 -1.11 0.64 0.18
Mg 2.6647 0.0973 -1.3286 -1.75 -0.12 -0.36
S -0.3914 -0.2530 -0.0414 2.88 -0.20 1.75
O -1.6023 0.1891 -0.6603 -2.19 1.20 -0.64
O -0.1548 0.4601 1.2102 -0.63 -1.53 -0.80
O -0.4169 -1.6615 0.3102 -0.48 -0.90 0.46
O 0.7457 -0.1100 -0.9557 -0.26 0.84 0.24
S 2.2926 2.6605 0.5707 -1.55 1.64 2.52
O 2.7609 1.7758 -0.4669 1.54 -0.77 -2.01
O 0.8242 2.8630 0.4852 -1.08 1.79 -4.06
O 2.2949 2.0279 1.8767 3.00 -1.90 1.05
O 2.9741 3.9134 0.5687 1.40 1.38 -0.77
S 0.6963 2.4563 4.4459 0.56 1.19 3.06
O 0.5335 3.4133 3.3312 -0.31 2.70 0.53
O 0.5177 1.2155 3.6907 -0.39 -3.18 0.95
O 2.0033 2.4794 5.0736 1.07 0.31 -0.06
O -0.2998 2.6313 5.5065 -0.93 0.15 -0.28
S 2.4558 -2.4790 -3.3511 -0.44 -5.76 -3.79
O 1.7615 -3.6569 -2.9190 -0.07 -1.80 2.45
O 3.7721 -2.8782 -3.8344 2.45 0.59 -0.11
O 1.6565 -2.0411 -4.4703 -0.98 2.79 -2.76
O 2.5446 -1.4579 -2.3693 1.23 2.99 3.50
O -0.2265 -1.1126 4.3849 -0.12 -1.58 0.72
H 0.0557 -0.2610 4.0511 0.25 1.19 0.04
H -0.9569 -1.3622 3.8187 -0.29 -0.11 -0.11
O -2.3355 -1.5088 2.4213 -0.77 0.10 0.73
H -3.1379 -1.3291 1.9313 -0.01 0.02 -0.07
H -1.6408 -1.4786 1.7634 0.54 -0.15 -0.39
O -0.7011 -2.9851 -2.0245 -0.37 -0.78 -0.36
H -0.3510 -2.6689 -1.1916 0.21 -0.01 -0.19
H -1.2917 -2.2904 -2.3158 -0.26 0.22 0.00
O 1.2372 -2.6025 2.2614 1.18 -0.55 0.14
H 0.7957 -2.3609 1.4472 -0.48 0.21 -0.51
H 1.3469 -1.7750 2.7297 -0.53 0.25 0.64
O -0.0283 -0.3751 -3.3938 -1.75 1.45 -0.68
H 0.6278 -0.9249 -3.8220 0.70 -1.18 -0.81
H 0.2767 -0.2974 -2.4898 0.10 -0.23 0.16
O 3.0966 -0.8789 0.3130 1.07 -0.46 0.46
H 2.6598 -0.9864 1.1579 -0.59 0.15 0.31
H 3.9611 -1.2703 0.4383 0.09 -0.29 -0.04
O -0.2147 2.2747 -2.1860 -0.41 0.72 -1.08
H 0.0992 2.7028 -1.3895 0.29 0.15 0.83
H -0.4883 1.4037 -1.8984 0.02 -0.12 -0.08
O -2.7987 -1.0429 -2.5619 -1.23 -0.82 -0.83
H -2.3274 -0.8484 -3.3720 0.50 0.10 -0.17
H -2.4407 -0.4275 -1.9222 0.37 0.15 0.32
O -3.7505 1.2108 0.9528 -0.92 0.39 0.17
H -4.4662 0.5754 0.9694 -0.11 -0.08 0.07
H -3.1223 0.8485 0.3282 1.04 -0.47 -0.54
O -1.5325 -3.8349 0.8126 -0.85 -1.60 0.60
H -1.2177 -2.9817 0.5140 0.01 0.27 -0.27
H -0.7422 -4.3698 0.8871 0.16 -0.02 -0.08
O 2.4226 1.0238 -3.1693 0.97 0.63 -0.31
H 3.2975 1.2532 -3.4825 0.28 0.01 -0.24
H 1.8277 1.4385 -3.7941 -0.90 -0.19 0.33
O -3.6416 1.7991 -2.5581 -0.73 0.43 -0.24
H -2.7976 1.7690 -3.0087 0.48 -0.07 0.03
H -3.4170 1.9181 -1.6353 0.25 0.02 0.24
O -1.6698 2.5449 2.0447 -0.38 0.64 0.00
H -2.5250 2.1716 1.8316 -0.24 -0.65 -0.16
H -1.8703 3.3898 2.4473 0.47 0.22 0.33
```
Positions in Å, forces in eV/Å.

Results
- multiplicity = 1
- relative energy (zero: lowest compared OMol25 entry of this formula, charge and spin) (kJ/mol) = 153.66
- net charge = -4
- LUMO level (eV) = 7.53
- F_max (Eh/bohr) = 0.13443
- total energy (hartree) = -4190.773271

***

Entry 3:
Here is a structure of composition C11H23ErGeNO4 from OMol25. Energies are from ωB97M-V/def2-TZVPD.

XYZ file:
```
41
Properties=species:S:1:pos:R:3:forces:R:3
Er 0.3555 0.5359 -0.5292 1.81 1.59 -1.10
C 0.2603 -1.7965 4.2146 0.00 0.16 -0.24
Ge 0.0586 -1.2465 2.2952 0.12 -0.47 0.72
C -1.5578 -2.2499 1.7254 0.04 0.23 -0.04
C 1.5671 -2.0978 1.3193 -0.30 0.21 0.03
C 0.0391 0.6476 1.8977 -0.09 -0.57 0.27
H 0.2830 -2.8842 4.3156 0.01 0.00 -0.05
H -0.5813 -1.4163 4.7986 0.01 0.01 -0.01
H 1.1792 -1.3900 4.6416 0.00 0.01 -0.01
H -1.4662 -3.2957 2.0243 0.05 0.00 0.03
H -1.6637 -2.2117 0.6418 -0.05 -0.05 -0.01
H -2.4662 -1.8460 2.1796 0.03 0.03 0.02
H 1.5838 -3.1779 1.4708 -0.06 -0.01 -0.01
H 2.5258 -1.6901 1.6410 0.00 0.06 -0.04
H 1.4720 -1.9106 0.2413 0.19 -0.08 -0.03
H 0.8993 1.0884 2.4174 0.09 -0.02 -0.11
H -0.8523 1.0949 2.3527 -0.07 0.01 -0.15
O 0.0416 3.2308 -0.7662 0.15 -0.25 0.02
H 0.5430 3.3602 -1.5801 0.14 -0.06 0.03
H -0.8849 3.3666 -1.0365 -0.09 0.01 -0.01
C 3.4584 2.2794 -1.6113 -0.20 0.22 0.15
O 2.5852 1.4024 -0.9621 -0.23 -0.18 0.21
C 2.1571 0.2052 -1.8235 -0.56 -0.85 0.95
C 3.3059 -0.7966 -1.7814 -0.07 0.64 -0.45
H 3.4628 3.2406 -1.0804 0.06 -0.01 0.02
H 3.1345 2.4318 -2.6490 -0.02 -0.02 -0.05
H 4.4809 1.8840 -1.6244 0.01 -0.02 -0.03
H 4.1377 -0.5396 -2.4630 0.12 -0.15 0.06
H 2.9448 -1.7836 -2.0877 -0.02 0.00 -0.01
H 3.7380 -0.8828 -0.7691 0.04 -0.07 0.02
O -1.1790 -1.0783 -1.3588 -0.02 -0.03 0.19
C -2.0110 -0.1711 -1.5212 -0.86 -0.18 -0.27
C -3.5188 -0.3550 -1.5852 -0.03 -0.09 -0.04
C -4.0315 1.0809 -1.6414 0.06 -0.13 -0.01
C -2.7522 1.9137 -1.6238 -0.21 0.34 -0.03
O -2.7228 3.1349 -1.6088 0.00 -0.07 0.02
N -1.6527 1.1163 -1.5968 -0.07 -0.22 -0.04
H -3.8493 -0.9049 -0.7039 0.03 -0.04 -0.01
H -3.7823 -0.9452 -2.4626 0.05 -0.05 0.00
H -4.6318 1.3516 -0.7739 -0.03 0.05 -0.02
H -4.6098 1.3050 -2.5367 0.01 0.06 0.01
```
Positions in Å, forces in eV/Å.

Results
- multiplicity = 4
- net charge = -1
- LUMO level (spin up / spin down) (eV) = 2.80 / 2.80
- F_max (Eh/bohr) = 0.05155
- total energy (hartree) = -3880.631154
- expectation value of S² = 3.7537

***

Entry 4:
Here is a structure of composition C3H2FOYb from OMol25. Energies are from ωB97M-V/def2-TZVPD.

XYZ file:
```
8
Properties=species:S:1:pos:R:3:forces:R:3
C -1.2042 0.0705 0.2219 -2.34 -0.89 -0.01
O 0.4147 1.4826 -0.0388 2.68 -1.33 -1.33
C 0.9765 0.3360 -0.2415 -2.53 1.36 2.71
C -0.0570 -0.6640 0.0149 2.56 -0.37 -1.82
F -2.3059 -0.1112 -0.5372 1.50 -0.14 1.36
H -1.4472 0.5771 1.1585 0.23 0.70 -0.64
H 0.0551 -1.7041 -0.2906 -0.60 0.34 -0.33
Yb 3.5679 0.0131 -0.2872 -1.48 0.32 0.06
```
Positions in Å, forces in eV/Å.

Results
- multiplicity = 3
- net charge = +1
- LUMO level (spin up / spin down) (eV) = -5.23 / -8.24
- F_max (Eh/bohr) = 0.07679
- total energy (hartree) = -1448.746916
- expectation value of S² = 2.0275

***

Entry 5:
Here is an isolated molecule of C5H8O from OMol25. Energies are from ωB97M-V/def2-TZVPD.

XYZ file:
```
14
Properties=species:S:1:pos:R:3:forces:R:3
C 1.8435 -0.9109 0.0495 0.83 -1.04 -0.81
C 0.7369 0.0330 -0.0947 0.83 -0.40 -1.22
C -0.4357 -0.4229 -0.6083 0.59 -0.35 0.39
C -1.6270 -0.0265 0.1683 -0.49 0.44 -0.15
C -1.1229 1.3366 0.5438 -2.27 1.40 0.27
O -1.1056 1.8924 1.6073 0.32 -0.27 -0.07
H 2.5169 -0.7812 0.9032 -0.47 0.31 0.03
H 1.3689 -1.8790 0.1101 0.53 -0.58 0.05
H 2.4676 -0.8579 -0.8267 0.66 -0.27 -0.48
H 1.1131 1.0442 0.0488 -1.30 0.23 0.98
H -0.5011 -1.2463 -1.3178 0.38 -0.61 0.77
H -2.5731 0.0631 -0.3558 -0.18 0.22 -0.42
H -1.8038 -0.7726 0.9628 0.29 0.60 0.04
H -0.9192 1.8512 -0.4331 0.29 0.32 0.62
```
Positions in Å, forces in eV/Å.

Results
- multiplicity = 1
- relative energy (zero: lowest compared OMol25 entry of this formula, charge and spin) (kJ/mol) = 308.21
- net charge = 0
- LUMO level (eV) = 0.54
- F_max (Eh/bohr) = 0.05213
- total energy (hartree) = -270.440503

***

Entry 6:
Here is a cluster of 3 separate species, C5H11NO2 in total from OMol25. Energies are from ωB97M-V/def2-TZVPD.

XYZ file:
```
19
Properties=species:S:1:pos:R:3:forces:R:3
C 0.3073 0.8055 1.1511 0.53 -0.66 -0.19
C -2.2727 -0.1999 0.1769 0.26 0.31 0.57
C -1.0228 0.3164 -0.4928 0.21 -1.09 -2.02
O 0.7290 2.0217 0.6961 -0.25 -0.16 -0.21
O -0.9069 1.3523 -1.1618 0.03 -0.14 0.73
H 0.1177 2.2665 -0.0418 0.06 -0.01 0.13
H -0.5746 0.8080 1.7993 -0.17 -0.04 -0.23
H 1.1160 0.3197 1.6901 0.06 -0.01 -0.01
H -2.7450 0.6141 0.7274 -0.04 -0.03 0.06
H -2.0486 -1.0281 0.8475 0.05 0.01 0.00
H -2.9677 -0.5476 -0.5895 0.15 0.07 -0.08
C 1.8432 -0.2752 -0.9710 -0.20 0.04 -0.16
C 0.7486 -0.8560 -0.1438 0.19 0.70 1.66
N 0.5384 -1.9432 0.4239 0.15 0.21 0.27
H 1.2867 -2.6286 0.3582 -0.14 -0.03 -0.30
H -0.5081 -0.6414 -0.9640 -0.76 0.81 -0.26
H 2.2202 -1.0299 -1.6635 -0.04 0.02 0.02
H 1.4856 0.5932 -1.5236 -0.01 -0.01 -0.01
H 2.6537 0.0526 -0.3189 -0.10 -0.01 0.04
```
Positions in Å, forces in eV/Å.

Results
- multiplicity = 1
- relative energy (zero: lowest compared OMol25 entry of this formula, charge and spin) (kJ/mol) = 543.61
- net charge = 0
- LUMO level (eV) = 0.74
- F_max (Eh/bohr) = 0.04488
- total energy (hartree) = -402.171091